1.
{"formula": "C3H7N2Si", "method": "the ωB97M-V functional and the def2-TZVPD basis", "total_energy_ha": -517.2289, "homo_lumo_gap_ev": 10.6333, "smiles": "[SiH3][n+]1cc[nH]c1", "relative_energy_kcal_mol": 23.4, "total_charge": 1, "symbols": ["Si", "N", "C", "C", "N", "C", "H", "H", "H", "H", "H", "H", "H"], "positions_angstrom": [[-2.22273, -0.08072, 0.00829], [-0.33418, -0.01676, -0.02228], [0.49942, 1.03523, -0.22905], [1.81370, 0.63194, -0.14252], [1.72612, -0.70078, 0.13723], [0.47964, -1.04745, 0.07536], [-2.39165, -0.13411, 1.43261], [-2.22726, -0.77790, -1.24767], [-2.85298, 1.18256, -0.09417], [0.28167, 1.97541, -0.53550], [2.56966, 1.35825, -0.13093], [2.54342, -1.29375, 0.53075], [0.11517, -2.13191, 0.21786]], "lowdin_charge": [0.822, -0.144, -0.072, -0.013, 0.098, -0.176, -0.051, -0.037, -0.083, 0.101, 0.125, 0.240, 0.192]}

2.
{"formula": "C6H24NO5S", "method": "the ωB97M-V functional and the def2-TZVPD basis", "total_energy_ha": -1072.1432, "homo_lumo_gap_ev": 7.4390, "relative_energy_kcal_mol": 66.7, "total_charge": -1, "symbols": ["C", "C", "S", "N", "C", "C", "C", "C", "H", "H", "H", "H", "H", "H", "H", "H", "H", "H", "H", "H", "H", "H", "H", "H", "O", "H", "H", "O", "H", "H", "O", "H", "H", "O", "H", "H", "O"], "positions_angstrom": [[1.91699, 1.35506, -0.85653], [1.12923, 2.42384, -0.08436], [-0.30165, 3.03190, -1.08236], [1.24298, 0.04493, -0.83973], [0.92276, -0.51854, 0.44004], [0.62339, -2.02624, 0.27596], [0.83252, -2.65446, 1.70375], [-0.87748, -2.18201, -0.14218], [2.98443, 1.21646, -0.57251], [2.05207, 1.67587, -1.88511], [0.80709, 1.94805, 0.85561], [1.61297, 3.41165, 0.02798], [0.57690, 0.04865, -1.64280], [0.20582, -0.01080, 1.10916], [1.84842, -0.46134, 1.03496], [1.28930, -2.46733, -0.47124], [1.77635, -2.57796, 2.25441], [0.81438, -3.72067, 1.40978], [0.01529, -2.37614, 2.36204], [-1.29839, -1.27856, 0.33796], [-1.51028, -3.03172, 0.01882], [-0.92383, -2.09573, -1.22827], [-3.16842, -0.61968, -1.63588], [-3.87762, 0.62754, -1.40833], [-4.05284, -0.25545, -1.75724], [-2.17429, 2.29563, -0.58918], [-3.69656, 2.16627, -0.76247], [-2.98485, 1.82670, -0.21624], [3.10847, -1.09181, -0.23489], [3.50882, -1.88374, 0.78487], [3.50162, -1.99290, -0.17275], [-1.26034, 1.77990, 3.60847], [-0.45332, 2.72511, 2.59112], [-0.46101, 2.25425, 3.41453], [-1.24483, 0.69561, -2.96447], [-1.03840, 1.31393, -1.61804], [-1.44568, 0.40370, -2.06490]], "lowdin_charge": [-0.320, -0.594, 0.444, -0.085, -0.267, -0.383, -0.086, -0.071, 0.099, 0.089, 0.027, 0.030, 0.100, 0.117, 0.102, 0.111, 0.059, 0.075, 0.070, 0.081, 0.058, 0.063, -0.010, -0.030, -0.106, -0.111, 0.020, -0.158, 0.013, 0.023, -0.077, 0.025, 0.013, -0.050, 0.031, -0.077, -0.227]}

3.
{"formula": "C5H10O2", "method": "the ωB97M-V functional and the def2-TZVPD basis", "total_energy_ha": -346.8789, "homo_lumo_gap_ev": 9.8861, "relative_energy_kcal_mol": 92.0, "symbols": ["O", "C", "C", "C", "C", "O", "C", "H", "H", "H", "H", "H", "H", "H", "H", "H", "H"], "positions_angstrom": [[-1.26936, 0.87413, 2.43218], [-0.21450, 0.85000, 1.49553], [-0.17884, -0.26414, 0.50741], [-0.92234, -0.48581, -0.78122], [0.14738, -1.19790, -1.65997], [1.44381, -0.68856, -1.37744], [1.27910, 0.38458, -0.52611], [-0.90400, 1.21753, 3.25875], [-0.13665, 1.73155, 0.86241], [0.74492, 0.73430, 2.02043], [-0.37974, -1.19092, 1.12571], [-1.82324, -1.11200, -0.75405], [-1.18808, 0.48218, -1.20684], [-0.09178, -1.04049, -2.71326], [0.21455, -2.26955, -1.44018], [1.03471, 1.29315, -1.17249], [2.24409, 0.68194, -0.07087]], "lowdin_charge": [-0.050, -0.314, -0.169, -0.177, -0.194, -0.169, -0.108, 0.088, 0.111, 0.122, 0.153, 0.119, 0.111, 0.117, 0.122, 0.127, 0.111]}

4.
{"formula": "C2H13O5", "method": "the ωB97M-V functional and the def2-TZVPD basis", "total_energy_ha": -460.2313, "homo_lumo_gap_ev": 8.6806, "relative_energy_kcal_mol": 13.7, "total_charge": -1, "symbols": ["C", "O", "C", "H", "H", "H", "H", "H", "H", "H", "O", "H", "H", "O", "H", "H", "O", "H", "H", "O"], "positions_angstrom": [[-1.30687, -0.10066, -1.82298], [-1.50294, -1.42073, -2.33470], [-1.46742, -0.00794, -0.34467], [-2.07460, 0.42246, -2.41314], [-0.34955, 0.30340, -2.16993], [-1.26246, -0.91747, 0.22063], [-2.47707, 0.26988, 0.00142], [-0.85294, 0.71625, 0.19379], [1.34623, 2.48219, 1.09947], [1.87736, 0.44229, 1.08596], [1.71819, 1.72636, 1.55789], [0.50384, 1.46185, 2.60794], [-0.83676, 2.17451, 2.42542], [-0.38406, 1.64959, 3.09143], [1.37917, -1.70248, -0.43454], [1.94410, -0.96373, 1.73446], [1.88657, -0.61379, 0.84293], [-0.76998, -2.01913, -2.13598], [1.57993, -1.77355, -1.95408], [1.04928, -2.12931, -1.25132]], "lowdin_charge": [-0.329, -0.123, -0.097, 0.104, 0.102, 0.078, 0.068, 0.057, -0.054, -0.038, -0.379, -0.016, -0.013, -0.171, -0.007, 0.013, -0.186, 0.038, 0.029, -0.079]}

5.
{"formula": "C9H17N3O", "method": "the ωB97M-V functional and the def2-TZVPD basis", "total_energy_ha": -592.2675, "homo_lumo_gap_ev": [8.1831, 5.0552], "relative_energy_kcal_mol": 233.7, "symbols": ["C", "C", "C", "C", "C", "C", "C", "C", "C", "N", "N", "N", "O", "H", "H", "H", "H", "H", "H", "H", "H", "H", "H", "H", "H", "H", "H", "H", "H", "H"], "positions_angstrom": [[0.30648, -0.89813, 1.15427], [2.42571, -2.36145, 1.08196], [0.44687, -1.16948, -1.13359], [-2.67026, 1.14528, 0.89100], [0.86656, -2.23433, 0.97854], [0.97942, -2.42101, -0.57854], [-0.09464, 1.05545, -0.28791], [0.00083, 1.50669, -1.69163], [-2.16725, 3.43631, 0.77251], [0.22850, -0.23553, -0.16854], [2.45516, -2.78466, -0.34817], [-2.91069, 2.35649, 0.34809], [3.36847, -1.94589, -1.17765], [-0.67768, -1.09497, 1.52571], [1.07201, -0.28654, 1.61089], [2.78475, -1.37473, 1.30888], [2.97199, -3.19192, 1.54963], [3.22078, -2.13896, -2.17869], [0.36605, -0.81599, -2.17795], [-2.77538, 0.25794, 0.40471], [-1.98693, 1.16964, 1.76972], [0.30077, -2.95967, 1.53539], [0.38737, -3.30828, -0.89690], [0.20798, 2.55908, -1.72168], [-0.83234, 1.42740, -2.46241], [0.83299, 0.91308, -2.28877], [-2.07652, 4.11365, -0.03543], [-2.52830, 3.89386, 1.73022], [-0.98762, 2.99909, 0.97759], [-3.51508, 2.38756, -0.49122]], "lowdin_charge": [-0.112, -0.080, -0.017, -0.083, -0.218, -0.204, -0.102, -0.155, -0.182, -0.150, -0.098, -0.195, -0.106, 0.123, 0.129, 0.106, 0.118, 0.130, 0.107, 0.011, 0.064, 0.133, 0.142, 0.040, 0.094, 0.092, 0.057, 0.084, 0.126, 0.145]}

6.
{"formula": "C9H20N8O2PbS", "method": "the ωB97M-V functional and the def2-TZVPD basis", "total_energy_ha": -1534.0199, "homo_lumo_gap_ev": 8.5815, "relative_energy_kcal_mol": 5.1, "total_charge": 2, "symbols": ["Pb", "C", "C", "N", "N", "C", "S", "N", "N", "H", "H", "H", "H", "H", "H", "N", "C", "C", "C", "C", "N", "C", "N", "N", "C", "O", "O", "H", "H", "H", "H", "H", "H", "H", "H", "H", "H", "H", "H", "H", "H"], "positions_angstrom": [[-3.16005, 1.23823, 0.22123], [-0.20233, 2.04111, -4.28574], [-0.73524, 2.82707, -3.14779], [-0.15478, 3.93791, -2.73798], [-1.01892, 4.47911, -1.85861], [-2.06989, 3.69368, -1.58707], [-3.36219, 3.78593, -0.54569], [-1.92266, 2.63410, -2.45974], [-2.73425, 1.52606, -2.33169], [-0.99091, 1.47589, -4.82536], [0.56389, 1.35309, -3.89779], [0.30865, 2.73492, -5.00575], [-0.92197, 5.45063, -1.51672], [-3.71088, 1.76499, -2.59367], [-2.42402, 0.75843, -2.94332], [-0.73371, 1.69859, 0.16811], [-0.20321, 0.37594, 0.61672], [1.36132, 0.25139, 0.57143], [1.90124, -1.22788, 0.65348], [2.42703, -1.83007, 1.96110], [2.22255, -3.27719, 1.97262], [1.24515, -4.04697, 2.50048], [1.34581, -5.36854, 2.42587], [0.22005, -3.55321, 3.15668], [-0.83153, 0.05618, 1.99869], [-0.33150, -0.77333, 2.73295], [-1.93011, 0.77448, 2.17619], [-0.28629, 1.97589, -0.73904], [-0.62097, 2.40156, 0.88811], [-0.63657, -0.38974, -0.02983], [1.63306, 0.99995, 1.40725], [1.75086, 0.68280, -0.39054], [2.61896, -1.27413, -0.19927], [1.07787, -1.74767, 0.24141], [1.82919, -1.53653, 2.76918], [3.52671, -1.66006, 2.06138], [2.86178, -3.78340, 1.42059], [2.04403, -5.75781, 1.82128], [0.59270, -5.97918, 2.68583], [-0.00558, -2.53823, 3.13619], [-0.54328, -4.17398, 3.50885]], "lowdin_charge": [1.316, 0.012, -0.311, 0.150, 0.063, -0.784, 0.641, -0.117, -0.011, 0.099, 0.094, 0.122, 0.202, 0.125, 0.136, -0.033, -0.323, -0.117, -0.150, -0.122, 0.086, -0.429, 0.205, 0.219, -0.580, 0.050, -0.261, 0.101, 0.110, 0.127, 0.156, 0.115, 0.124, 0.088, 0.085, 0.154, 0.138, 0.129, 0.133, 0.092, 0.165]}

7.
{"formula": "C3H12N2OS", "method": "the ωB97M-V functional and the def2-TZVPD basis", "total_energy_ha": -704.4182, "homo_lumo_gap_ev": 9.2784, "smiles": "NC[C@@H](N)CS.O", "relative_energy_kcal_mol": 12.6, "symbols": ["N", "C", "C", "N", "C", "S", "H", "H", "H", "H", "H", "H", "H", "H", "H", "H", "O", "H", "H"], "positions_angstrom": [[0.05396, 1.71849, 1.05975], [0.10630, 1.75924, -0.39878], [0.71926, 0.45938, -0.90278], [2.08398, 0.34961, -0.45712], [-0.17473, -0.78518, -0.60653], [-1.38673, -1.06549, -1.95548], [-0.50738, 0.98218, 1.46495], [-0.24354, 2.55193, 1.54098], [-0.88468, 1.89266, -0.84370], [0.84758, 2.52360, -0.66360], [0.73536, 0.53549, -1.98151], [2.16102, 0.22152, 0.54142], [2.60960, -0.34840, -0.95821], [0.45708, -1.67089, -0.57347], [-0.76164, -0.67878, 0.29882], [-2.49571, -1.02745, -1.20910], [0.15619, -1.34088, 4.39009], [-0.41011, -1.89908, 3.85024], [-0.43332, -0.88268, 5.01317]], "lowdin_charge": [-0.003, -0.249, -0.501, 0.037, -0.503, 0.694, 0.048, 0.063, 0.103, 0.118, 0.106, 0.070, 0.070, 0.059, 0.048, -0.161, -0.067, 0.026, 0.041]}

8.
{"formula": "C21H46ClF2O11PSi2", "method": "the ωB97M-V functional and the def2-TZVPD basis", "total_energy_ha": -3235.5975, "homo_lumo_gap_ev": 8.7744, "symbols": ["C", "O", "C", "Si", "C", "C", "C", "O", "O", "Si", "C", "C", "O", "F", "P", "O", "Cl", "C", "C", "F", "H", "H", "H", "H", "H", "H", "H", "H", "H", "H", "H", "H", "H", "H", "H", "H", "H", "H", "C", "O", "C", "C", "O", "C", "C", "O", "C", "H", "H", "H", "H", "H", "H", "H", "H", "H", "H", "H", "H", "H", "H", "C", "O", "C", "C", "O", "C", "C", "O", "C", "H", "H", "H", "H", "H", "H", "H", "H", "H", "H", "H", "H", "H", "H"], "positions_angstrom": [[-0.32753, -5.80513, 1.57722], [-1.29026, -4.79767, 1.81070], [-1.19314, -3.62033, 1.01361], [-2.79258, -3.30182, 0.07423], [-4.35600, -3.58285, 1.04949], [-4.45323, -2.88658, 2.39113], [-3.96784, -1.48875, 2.55627], [-3.31920, -2.74876, 3.12547], [-2.99350, -4.20825, -1.31382], [-1.80297, -5.05865, -2.06729], [-0.32594, -4.01481, -2.63819], [0.81972, -4.92839, -2.81001], [0.74304, -6.10567, -3.00843], [2.04282, -4.36065, -2.73191], [-2.59706, -5.96983, -3.99667], [-3.53657, -7.20404, -3.41273], [-4.03317, -4.60159, -4.51624], [-2.70272, -1.52267, -0.63037], [-4.04916, -0.89640, -0.89277], [-2.04515, -1.59787, -1.87650], [-0.78724, -6.65437, 1.08219], [0.52034, -5.44997, 0.99851], [0.05066, -6.15466, 2.53168], [-0.28440, -3.59188, 0.41394], [-1.09444, -2.77840, 1.70000], [-5.25221, -3.32475, 0.49612], [-4.37841, -4.63673, 1.32812], [-5.35479, -3.10297, 2.95240], [-3.08773, -1.07091, 2.10515], [-4.38390, -1.02971, 3.43668], [-1.31440, -6.21594, -1.29177], [-0.10160, -3.16600, -2.00786], [-0.56027, -3.60162, -3.61720], [-2.97418, -7.77600, -2.87738], [-2.09525, -0.86476, -0.00997], [-4.51666, -1.41644, -1.72062], [-4.71103, -0.98529, -0.03942], [-3.94942, 0.15533, -1.13048], [1.96610, -1.24314, -3.91082], [2.11183, 0.07685, -3.43216], [1.15089, 0.41946, -2.45203], [1.72046, 1.33365, -1.39538], [2.60308, 0.70381, -0.48010], [3.90461, 0.35822, -0.92454], [4.83414, 1.53409, -1.11433], [4.52917, 2.25118, -2.29664], [4.81413, 3.62741, -2.20262], [1.05716, -1.34553, -4.51777], [2.83184, -1.46630, -4.53168], [1.93972, -1.95791, -3.08618], [0.75922, -0.47859, -1.97029], [0.31867, 0.93551, -2.94866], [0.88275, 1.67595, -0.78005], [2.17579, 2.21916, -1.84244], [3.87023, -0.26272, -1.82153], [4.32096, -0.24998, -0.11835], [5.86367, 1.15813, -1.18589], [4.75799, 2.19005, -0.23873], [4.34690, 4.06998, -1.31478], [4.40044, 4.10769, -3.08740], [5.89405, 3.81189, -2.17207], [-1.82995, 4.81309, 4.43413], [-0.99624, 5.41298, 3.47048], [-0.10925, 6.37659, 4.01243], [1.21997, 6.37865, 3.29463], [2.05207, 5.27002, 3.58722], [1.72314, 4.00954, 3.02811], [1.96964, 3.89110, 1.54281], [0.97408, 4.57422, 0.79486], [1.46160, 5.08889, -0.42151], [-2.57088, 5.52260, 4.82052], [-2.35111, 3.98987, 3.94847], [-1.24594, 4.41138, 5.27026], [0.05920, 6.18974, 5.07881], [-0.56479, 7.37013, 3.90115], [1.77572, 7.24614, 3.65835], [1.08384, 6.50636, 2.21892], [0.70161, 3.71528, 3.27716], [2.39760, 3.30506, 3.51967], [1.95226, 2.82835, 1.26647], [2.96282, 4.29677, 1.31531], [2.36257, 5.69502, -0.26802], [0.69071, 5.72492, -0.85301], [1.68285, 4.28021, -1.12608]], "lowdin_charge": [-0.110, -0.226, -0.240, 0.583, -0.143, -0.412, -0.001, -0.070, -0.325, 0.401, -0.192, -0.538, 0.106, 0.091, 0.380, -0.437, 0.175, -0.380, -0.071, -0.087, 0.072, 0.083, 0.085, 0.082, 0.090, 0.095, 0.097, 0.142, 0.097, 0.102, 0.012, 0.065, 0.102, 0.031, 0.106, 0.087, 0.063, 0.081, -0.104, -0.186, -0.197, -0.189, -0.129, -0.180, -0.201, -0.190, -0.109, 0.093, 0.094, 0.063, 0.113, 0.133, 0.127, 0.109, 0.122, 0.128, 0.129, 0.123, 0.071, 0.091, 0.090, -0.117, -0.196, -0.204, -0.186, -0.121, -0.181, -0.196, -0.191, -0.110, 0.088, 0.086, 0.088, 0.125, 0.128, 0.128, 0.121, 0.121, 0.129, 0.119, 0.124, 0.089, 0.091, 0.067]}